Here is a structure of composition C3Br5O2 at a distorted geometry from the OMol25 dataset. Energies are from ωB97M-V/def2-TZVPD.

Each line ends with the natural charge from an NBO analysis.
Element x y z (Å)
C 2.978 0.690 0.623  1.0318
C -0.585 -1.485 -1.199  -0.3379
C -2.026 0.237 -0.061  -0.5427
O 3.262 1.592 -0.023  -0.5320
O 2.746 -0.203 1.299  -0.5078
Br -0.087 -2.473 0.335  -0.0111
Br 0.836 -0.327 -1.727  -0.0424
Br -3.297 -0.709 1.058  -0.0147
Br -0.855 1.332 1.037  -0.0305
Br -2.970 1.346 -1.344  -0.0127

Its HOMO energy (spin up / spin down) is -3.9 / -3.9 eV. As for the net charge: -1. As for the frontier orbital gap (spin up / spin down): 6.7625 / 6.7614 eV. The energy above the lowest of the compared OMol25 structures with the same formula, charge and spin is 78.58 kJ/mol. Its total energy is -13134.8440 Eh.